[1]
The ion C5H13N2S with charge -1 at a distorted geometry. Source: the OMol25 dataset; level of theory: the ωB97M-V functional and the def2-TZVPD basis.

Each line ends with the Löwdin charge.
CARTESIAN COORDINATES (ANGSTROEM)
C1 1.89 -0.95 -2.13  -0.08
C2 1.24 0.16 -1.21  -0.49
N1 2.20 0.88 -0.46  -0.02
C3 0.09 -0.58 -0.43  -0.29
N2 -0.56 0.35 0.39  -0.11
C4 -1.53 -0.19 1.44  -0.34
C5 -2.26 0.96 2.14  -0.73
S1 -3.66 0.12 3.08  0.01
H1 1.04 -1.34 -2.73  0.06
H2 2.39 -1.61 -1.45  0.06
H3 2.48 -0.63 -3.02  0.07
H4 0.77 1.04 -1.79  0.14
H5 1.62 1.39 0.32  0.12
H6 3.06 0.45 -0.18  0.05
H7 0.48 -1.45 0.07  0.10
H8 -0.64 -1.08 -1.24  0.14
H9 -1.05 0.99 -0.22  0.10
H10 -2.31 -0.86 1.00  0.07
H11 -0.96 -0.79 2.16  0.09
H12 -2.74 1.64 1.44  0.01
H13 -1.57 1.49 2.82  0.04

Output
- LUMO level: 3.2 eV
- Charge: -1
- Energy: -19210.896 eV
- SMILES: C[C@H](N)CNCC[S-]
- E_HOMO: -2.394 eV
- Kohn-Sham gap: 5.63 eV



[2]
A structure of composition C10H14N2OP at a distorted geometry. Source: the OMol25 dataset; level of theory: the ωB97M-V functional and the def2-TZVPD basis.

Each line ends with the Löwdin charge.
CARTESIAN COORDINATES (ANGSTROEM)
C1 -3.96 -1.90 -0.16  -0.12
C2 -1.33 -1.39 -0.07  -0.10
C3 -4.90 0.13 -0.39  -0.21
C4 -2.78 -1.25 -0.18  -0.28
C5 -3.05 1.25 1.10  -0.15
C6 0.18 2.88 -0.64  -0.05
C7 1.71 -1.53 1.26  -0.07
C8 0.53 1.38 -1.10  -0.16
C9 1.51 -0.70 -0.07  -0.22
C10 0.47 0.35 0.05  -0.38
N1 -5.08 -1.12 -0.24  0.04
N2 -0.88 -0.19 -0.02  -0.03
O1 -2.95 1.74 2.13  0.28
P1 -3.06 0.54 -0.51  1.12
H1 -3.99 -3.00 -0.03  0.14
H2 -0.85 -2.38 0.06  0.15
H3 -5.68 0.70 -0.62  0.04
H4 -0.86 2.86 -0.30  0.05
H5 0.83 3.18 0.10  0.05
H6 0.21 3.40 -1.53  0.05
H7 2.26 -2.36 1.05  0.03
H8 0.73 -1.89 1.57  0.05
H9 2.24 -0.73 1.93  0.13
H10 1.48 1.24 -1.53  0.09
H11 -0.25 1.34 -1.92  0.12
H12 1.22 -1.35 -0.97  0.14
H13 2.54 -0.18 -0.17  0.15
H14 0.48 0.80 1.00  0.14

Output
- LUMO level: -5.3 eV
- Charge: +1
- Energy: -24902.077 eV
- E_HOMO: -13.211 eV
- Kohn-Sham gap: 7.92 eV



In order of appearance, ΔE to the lowest compared entry with this formula, charge and spin = 133.4 175.2 kJ/mol.